Entry 1:
{"formula": "C3H4N4O", "method": "the ωB97M-V functional and the def2-TZVPD basis", "species": ["C", "C", "C", "H", "H", "H", "H", "N", "N", "N", "N", "O"], "xyz": [[0.97, 0.44, -0.43], [0.49, 1.40, 0.82], [-0.94, -0.21, 0.36], [-0.86, -2.19, -0.73], [2.65, 0.01, -1.50], [1.29, 2.18, 1.14], [-2.67, -0.29, 1.47], [-0.13, -0.44, -0.62], [2.22, 0.62, -0.74], [-0.57, 0.91, 1.22], [-1.93, -1.02, 0.76], [-0.52, -1.41, -1.75]], "nbo_charge": [0.3555, 0.1193, 0.4964, 0.5359, 0.3636, 0.2451, 0.3900, -0.2254, -0.6438, -0.4255, -0.7314, -0.4798], "energy_ev": -11176.8735, "homo_ev": -9.4, "relative_energy_kcal_mol": 163.63, "orbital_gap_ha": 0.3364, "charge": 0}

=====

Entry 2:
{"formula": "C3H4N4O", "method": "the ωB97M-V functional and the def2-TZVPD basis", "species": ["N", "C", "O", "N", "C", "C", "N", "N", "H", "H", "H", "H"], "xyz": [[2.02, 0.55, 0.24], [1.43, -0.62, -0.02], [1.96, -1.68, -0.18], [-0.05, -0.44, 0.04], [-0.91, 0.64, -0.08], [-2.16, 0.10, -0.10], [-2.07, -1.24, 0.13], [-0.81, -1.52, 0.21], [2.97, 0.80, -0.11], [1.39, 1.30, 0.40], [-0.59, 1.64, -0.35], [-3.17, 0.48, -0.18]], "nbo_charge": [-0.8164, 0.8037, -0.5282, -0.2626, -0.1113, -0.1170, -0.2178, -0.0156, 0.4248, 0.3891, 0.2221, 0.2290], "energy_ev": -11182.6718, "homo_ev": -10.2, "relative_energy_kcal_mol": 29.92, "orbital_gap_ha": 0.3940, "smiles": "NC(=O)n1ccnn1", "charge": 0}

=====

Entry 3:
{"formula": "C3H4N4O", "method": "the ωB97M-V functional and the def2-TZVPD basis", "species": ["H", "N", "C", "O", "N", "N", "N", "C", "C", "H", "H", "H"], "xyz": [[2.58, 1.76, -0.26], [1.65, 1.55, -0.06], [1.37, 0.36, -0.07], [2.22, -0.64, 0.00], [1.44, -1.84, 0.04], [0.26, -1.50, 0.13], [0.11, -0.21, -0.06], [-1.14, 0.50, 0.28], [-2.28, -0.27, -0.21], [-0.79, 1.51, 0.73], [-3.36, 0.21, 0.01], [-2.06, -1.43, -0.51]], "nbo_charge": [0.3676, -0.7606, 0.6412, -0.3404, 0.0905, 0.0028, -0.2853, -0.0595, -0.4272, 0.2760, 0.2363, 0.2586], "energy_ev": -11178.8914, "homo_ev": -9.2, "relative_energy_kcal_mol": 117.09, "orbital_gap_ha": 0.3474, "smiles": "[H]/N=c1\\onnn1C=C", "charge": 0}

=====

Entry 4:
{"formula": "C3H4N4O", "method": "the ωB97M-V functional and the def2-TZVPD basis", "species": ["N", "C", "C", "C", "O", "N", "N", "N", "H", "H", "H", "H"], "xyz": [[-1.90, -0.52, 0.07], [-0.66, -0.06, -0.17], [0.48, -0.87, -0.32], [1.79, -0.30, -0.12], [2.77, -1.00, 0.08], [2.00, 1.10, 0.09], [1.05, 1.84, -0.04], [-0.35, 1.29, -0.07], [-2.02, -1.54, 0.43], [-2.60, 0.05, 0.41], [0.45, -1.98, -0.09], [-1.02, 2.00, -0.25]], "nbo_charge": [-0.7854, 0.4131, -0.4647, 0.5333, -0.5717, -0.1608, 0.0797, -0.4879, 0.4155, 0.3918, 0.2389, 0.3983], "energy_ev": -11181.1602, "homo_ev": -8.7, "relative_energy_kcal_mol": 64.77, "orbital_gap_ha": 0.3300, "smiles": "Nc1cc(=O)nn[nH]1", "charge": 0}

=====

Copy entry 3 word for word.
{"formula": "C3H4N4O", "method": "the ωB97M-V functional and the def2-TZVPD basis", "species": ["H", "N", "C", "O", "N", "N", "N", "C", "C", "H", "H", "H"], "xyz": [[2.58, 1.76, -0.26], [1.65, 1.55, -0.06], [1.37, 0.36, -0.07], [2.22, -0.64, 0.00], [1.44, -1.84, 0.04], [0.26, -1.50, 0.13], [0.11, -0.21, -0.06], [-1.14, 0.50, 0.28], [-2.28, -0.27, -0.21], [-0.79, 1.51, 0.73], [-3.36, 0.21, 0.01], [-2.06, -1.43, -0.51]], "nbo_charge": [0.3676, -0.7606, 0.6412, -0.3404, 0.0905, 0.0028, -0.2853, -0.0595, -0.4272, 0.2760, 0.2363, 0.2586], "energy_ev": -11178.8914, "homo_ev": -9.2, "relative_energy_kcal_mol": 117.09, "orbital_gap_ha": 0.3474, "smiles": "[H]/N=c1\\onnn1C=C", "charge": 0}